# 1
C3H4OS2 in the gas phase. Source: the Open Molecules 2025 dataset; level of theory: ωB97M-V/def2-TZVPD.

Cartesian coordinates (Å):
C: 1.5812 -0.2228 0.0023
C: -0.5193 0.8017 -0.2094
C: -0.9572 -0.5938 0.2440
H: -1.0041 1.5931 0.3118
H: -0.6537 0.9205 -1.3172
H: -1.1971 -0.6023 1.3186
H: -1.7970 -0.9190 -0.3373
O: 0.8848 0.9305 0.0804
S: 3.1820 -0.2995 0.0151
S: 0.4805 -1.6084 -0.1083

Calculated values
E_HOMO = -8.821 eV
LUMO level = 0.5 eV
E = -26893.36541 eV
gap between HOMO and LUMO = 9.3346 eV
relative energy (zero: lowest compared OMol25 entry of this formula, charge and spin) = 50.52 kJ/mol
SMILES = S=C1OCCS1

=====

# 2
C3H4OS2 in the gas phase. Source: the Open Molecules 2025 dataset; level of theory: ωB97M-V/def2-TZVPD.

Cartesian coordinates (Å):
C: 0.2572 -0.8731 0.1295
C: -0.0083 0.6134 0.3190
C: 0.3307 1.6184 -0.6939
O: -0.4899 -1.8024 0.9654
S: -1.3591 1.5855 -0.5809
S: 1.4925 2.1234 -1.6526
H: 0.1130 -1.0392 -0.9375
H: 1.1643 -1.1097 0.4399
H: -0.1200 0.8109 1.4646
H: -1.3805 -1.9273 0.5464

Calculated values
E_HOMO = -8.931 eV
LUMO level = -0.5 eV
E = -26891.63441 eV
gap between HOMO and LUMO = 8.4168 eV
relative energy (zero: lowest compared OMol25 entry of this formula, charge and spin) = 217.54 kJ/mol
SMILES = OC[C@@H]1SC1=S

=====

# 3
C3H4S in the gas phase. Source: the Open Molecules 2025 dataset; level of theory: ωB97M-V/def2-TZVPD.

Cartesian coordinates (Å):
C: -1.1628 0.0212 0.2436
C: 0.1437 0.3021 0.3607
C: 1.2143 -0.2158 -0.3818
S: 2.6799 0.1370 -0.0813
H: -1.9200 0.7126 0.6137
H: -1.6537 -0.8665 0.0750
H: 0.5448 1.1590 0.6779
H: 1.0505 -1.0181 -1.2034

Calculated values
E_HOMO = -8.744 eV
LUMO level = -0.7 eV
E = -14008.51720 eV
gap between HOMO and LUMO = 8.0440 eV
relative energy (zero: lowest compared OMol25 entry of this formula, charge and spin) = 102.45 kJ/mol
SMILES = C=CC=S

=====

# 4
C3H4S in the gas phase. Source: the Open Molecules 2025 dataset; level of theory: ωB97M-V/def2-TZVPD.

Cartesian coordinates (Å):
C: -0.7738 0.5092 0.4750
C: -0.8018 -0.5700 -0.2371
C: 0.2141 0.4659 -0.5633
S: 2.0881 -0.1887 -0.0228
H: -1.4259 1.0666 1.1177
H: -0.9949 -1.5611 -0.2670
H: 0.1266 1.1456 -1.4309
H: 1.5677 -0.8675 0.9285

Calculated values
E_HOMO = -8.767 eV
LUMO level = 1.0 eV
E = -14007.36873 eV
gap between HOMO and LUMO = 9.8084 eV
relative energy (zero: lowest compared OMol25 entry of this formula, charge and spin) = 213.26 kJ/mol
SMILES = SC1C=C1